(1)
Below is a molecular structure, C67H96AsBCsN6OPS4Sb in a non-equilibrium geometry, with properties calculated with the ωB97M-V functional and the def2-TZVPD basis.

Values from the calculation:
Relative energy (zero: lowest compared OMol25 entry of this formula, charge and spin) in kJ/mol: 110.4
Total charge: +1
Energy in eV: -203252.270
Strongest force on any atom in eV/A: 3.0
E_HOMO in eV: -9.3768
Kohn-Sham gap in eV: 7.1

XYZ file:
```
179
Properties=species:S:1:pos:R:3:forces:R:3
Cs -0.010918 0.589755 1.537553 0.42 -1.33 -2.70
C 3.387585 -2.525624 -2.694263 -0.09 0.04 0.04
C 2.000965 -3.064968 -2.812421 0.10 -0.11 -0.12
C 1.640578 -4.200931 -3.491155 0.06 0.15 0.08
C 0.288939 -4.630399 -3.560829 -0.10 0.11 0.06
N -0.667782 -3.950748 -2.968042 -0.28 -0.24 -0.12
N -0.308350 -2.869019 -2.322823 0.75 0.11 0.09
B -1.079072 -1.792620 -1.503692 -0.15 0.01 0.04
N -1.934200 -0.930119 -2.424493 -0.56 0.36 -0.03
N -1.711346 -1.151250 -3.728235 0.15 -0.15 -0.21
C -2.520379 -0.668760 -4.618194 0.04 -0.05 0.07
C -3.695533 0.025632 -4.216972 -0.02 0.02 0.14
C -3.914274 0.291802 -2.904459 -0.03 0.02 -0.15
C -5.142947 0.980665 -2.412914 0.00 0.08 -0.07
C -2.916578 -0.113315 -1.950429 0.34 -0.13 -0.14
S -2.935750 0.382181 -0.354168 -0.14 0.05 0.23
C -2.205434 -0.926414 -6.083434 0.06 -0.02 -0.03
C -1.965579 0.418832 -6.783759 -0.01 -0.07 0.02
C -0.959970 -1.806205 -6.227874 -0.14 0.09 0.09
C -3.400991 -1.635450 -6.736430 0.02 0.04 0.05
N -1.927550 -2.475725 -0.424472 -0.14 -0.41 0.38
N -3.083437 -2.853452 -1.005571 -0.13 -0.08 -0.27
C -3.956389 -3.547616 -0.352671 0.01 0.08 -0.03
C -3.728840 -3.897463 1.006330 0.20 0.07 0.07
C -2.558991 -3.557887 1.602756 -0.25 -0.08 -0.03
C -2.252704 -3.933219 3.014696 -0.04 -0.02 0.00
C -1.566153 -2.846247 0.831444 0.00 0.04 -0.35
S -0.039040 -2.554521 1.448633 0.08 -0.74 0.36
C -5.215805 -3.981405 -1.087069 0.06 0.02 -0.07
C -5.201930 -3.479811 -2.533176 0.04 -0.01 0.16
C -6.435432 -3.404440 -0.356511 0.10 0.00 -0.03
C -5.262600 -5.516049 -1.091315 0.00 0.07 -0.01
C 0.928613 -2.391013 -2.206577 -0.28 -0.19 -0.14
S 0.732436 -0.989669 -1.234697 0.15 0.16 -0.40
C -0.106939 -5.894274 -4.305823 -0.03 -0.11 0.00
C 0.448612 -5.838342 -5.735976 -0.01 0.06 0.07
C -1.630211 -6.043742 -4.361102 0.13 0.09 0.04
C 0.494423 -7.096662 -3.561348 -0.02 0.07 -0.02
H 4.113232 -3.172233 -3.181359 0.01 0.00 0.01
H 3.431470 -1.531219 -3.144509 0.05 -0.01 0.00
H 3.650287 -2.410348 -1.640406 0.06 -0.02 -0.02
H 2.407888 -4.782153 -3.987755 -0.02 -0.02 0.00
H -4.425138 0.328111 -4.958219 0.02 0.01 0.00
H -5.855690 1.132411 -3.222732 0.02 0.00 -0.01
H -5.608253 0.392765 -1.620012 0.00 0.02 0.01
H -4.884430 1.946018 -1.975193 -0.02 0.00 0.04
H -1.054545 0.891084 -6.412945 -0.01 0.03 0.01
H -1.856115 0.259448 -7.857904 0.00 0.03 0.00
H -2.800891 1.104775 -6.626157 0.02 0.02 -0.03
H -0.094255 -1.332146 -5.764925 0.04 -0.02 0.00
H -1.116581 -2.770698 -5.741644 0.03 -0.03 -0.02
H -0.750312 -1.969045 -7.286326 -0.01 0.00 0.01
H -4.267131 -0.975771 -6.812823 -0.02 -0.04 0.01
H -3.132907 -1.946536 -7.746966 -0.02 0.01 -0.01
H -3.687569 -2.521498 -6.166251 -0.01 -0.02 -0.03
H -4.481701 -4.445488 1.557935 0.00 -0.02 0.01
H -3.072581 -4.505923 3.446104 -0.01 0.02 0.00
H -1.335532 -4.521123 3.053231 0.01 0.02 0.04
H -2.075958 -3.039377 3.615269 0.05 -0.02 0.01
H -5.188662 -2.389519 -2.562983 0.00 0.02 -0.05
H -4.315256 -3.840186 -3.056186 -0.01 0.01 -0.05
H -6.093543 -3.836922 -3.051249 0.00 0.00 0.01
H -6.368063 -2.315047 -0.320567 -0.05 0.00 0.01
H -7.350726 -3.678273 -0.882987 -0.01 -0.01 0.02
H -6.506752 -3.775250 0.667143 -0.04 0.00 0.00
H -4.404429 -5.915588 -1.635581 -0.01 -0.03 0.01
H -5.248062 -5.928691 -0.081380 -0.03 -0.01 0.00
H -6.172336 -5.859870 -1.585943 0.00 -0.01 0.01
H 0.140414 -4.918270 -6.236764 0.00 -0.03 -0.03
H 1.538543 -5.892188 -5.747799 -0.01 0.02 -0.05
H 0.066425 -6.682861 -6.309588 0.03 -0.02 0.00
H -2.088372 -5.190001 -4.862305 -0.03 -0.01 0.00
H -1.884654 -6.950395 -4.911236 0.03 0.00 0.00
H -2.052184 -6.111542 -3.359321 -0.05 0.01 0.00
H 1.585499 -7.057420 -3.556563 0.00 -0.03 0.02
H 0.145331 -7.123289 -2.527540 0.00 -0.03 -0.01
H 0.189852 -8.022756 -4.050303 0.03 -0.01 0.00
C -3.097962 3.740664 -4.464233 0.01 0.03 0.03
C -2.815113 4.842208 -3.447173 0.36 -0.12 0.34
C -4.074245 5.099418 -2.622740 0.04 0.02 -0.02
C -2.407947 6.121391 -4.166716 -0.03 -0.04 0.00
Sb -1.319378 3.955490 -2.008477 0.12 0.31 -0.18
C -0.769735 5.668272 -0.659032 -0.08 -0.23 -0.38
C -0.471703 6.981457 -1.371749 0.03 -0.03 0.08
C -1.971545 5.827273 0.270528 0.02 0.05 -0.06
C 0.439321 5.241315 0.170712 -0.06 -0.05 -0.05
C 0.458896 3.570759 -3.336028 -0.35 0.16 0.18
C 0.237882 2.124058 -3.775517 -0.04 0.05 0.01
C 0.566217 4.481032 -4.552682 0.04 -0.05 0.07
C 1.746672 3.662391 -2.525649 -0.10 -0.01 -0.01
H -3.909844 4.053440 -5.131848 -0.01 0.00 0.00
H -3.405789 2.819357 -3.967270 -0.01 -0.08 -0.04
H -2.228021 3.520094 -5.085966 -0.04 -0.02 -0.01
H -4.906381 5.360932 -3.286514 0.00 0.00 -0.01
H -3.931211 5.932397 -1.932868 -0.08 -0.02 -0.04
H -4.369402 4.221223 -2.043443 -0.03 0.01 0.02
H -3.209004 6.412954 -4.857142 -0.01 -0.01 -0.01
H -1.499754 5.993332 -4.751523 -0.06 0.09 0.00
H -2.262239 6.949845 -3.476497 0.00 -0.01 -0.06
H -1.374639 7.414270 -1.800498 0.07 0.01 0.00
H 0.264095 6.853821 -2.168320 0.01 0.05 0.00
H -0.068790 7.711764 -0.659244 0.00 0.00 0.00
H -2.843915 6.213788 -0.257970 0.03 -0.01 0.08
H -1.730922 6.532719 1.075474 0.00 0.01 0.00
H -2.245431 4.873216 0.725286 -0.04 -0.02 0.06
H 1.355471 5.247321 -0.416692 0.00 -0.03 0.07
H 0.306566 4.242617 0.599279 0.03 0.01 0.02
H 0.577496 5.943366 1.001630 -0.01 0.00 0.02
H -0.721657 2.001684 -4.286267 0.03 -0.06 -0.02
H 0.247008 1.446518 -2.919291 -0.01 -0.06 -0.02
H 1.031226 1.809661 -4.465229 0.01 0.00 0.00
H -0.280165 4.356100 -5.228247 0.05 0.05 -0.01
H 1.473237 4.234214 -5.118283 0.00 -0.02 0.00
H 0.634495 5.531452 -4.264497 0.00 0.00 -0.06
H 1.682884 3.088732 -1.596242 0.06 0.02 0.01
H 1.990527 4.698209 -2.286599 0.04 -0.03 0.01
H 2.578818 3.256959 -3.113695 0.00 -0.03 0.00
C 3.614735 1.734285 4.321674 -0.10 -0.13 -0.05
C 4.763464 1.061541 5.057186 -0.02 0.10 0.05
As 5.220571 2.044544 6.719550 -0.09 -0.19 -0.05
C 6.187635 0.599654 7.618794 0.04 0.04 0.06
C 6.261059 0.631490 9.010543 -0.04 0.08 -0.04
C 6.940578 -0.353618 9.707644 0.01 -0.01 0.02
C 7.566062 -1.384807 9.019229 0.01 -0.01 0.00
C 7.513848 -1.417072 7.634763 0.03 -0.04 0.03
C 6.831735 -0.427742 6.938652 -0.05 0.08 -0.12
C 3.494755 1.735690 7.603594 0.01 0.06 0.01
C 3.010938 0.454612 7.857879 0.06 -0.04 -0.01
C 1.775393 0.273918 8.459742 -0.01 -0.03 -0.01
C 1.008380 1.374751 8.820063 -0.02 0.03 0.00
C 1.482181 2.655143 8.576283 -0.07 -0.02 0.01
C 2.719372 2.831744 7.970191 0.11 0.01 -0.08
P 2.917673 0.832778 2.845129 1.13 0.21 0.48
C 2.645357 -0.841741 3.529897 -0.14 0.03 -0.15
C 2.896420 -1.986041 2.772989 0.04 0.03 0.06
C 2.596124 -3.242862 3.275366 0.03 -0.05 0.03
C 2.010522 -3.373345 4.524931 -0.01 -0.02 0.01
C 1.714591 -2.239790 5.267506 0.02 0.00 0.03
C 2.024777 -0.982538 4.772673 -0.01 0.03 -0.03
C 4.436807 0.644041 1.831953 -0.15 0.00 -0.06
C 4.569050 1.534335 0.765889 -0.03 -0.03 0.04
C 5.704345 1.529746 -0.031356 0.06 0.01 -0.04
C 6.721508 0.622525 0.224101 -0.02 0.03 -0.02
C 6.596860 -0.276053 1.275170 0.04 -0.05 0.03
C 5.464037 -0.267991 2.074950 0.03 0.04 -0.04
H 3.920169 2.715573 3.948926 -0.07 0.03 -0.02
H 2.769419 1.903732 4.995494 0.00 0.05 -0.01
H 5.653617 1.044911 4.428894 0.04 -0.03 -0.01
H 4.509535 0.034867 5.324922 0.02 -0.02 0.01
H 5.770974 1.434181 9.551357 0.01 -0.03 0.04
H 6.984400 -0.318278 10.788677 -0.01 0.00 0.00
H 8.096082 -2.157209 9.561232 0.00 0.00 0.00
H 8.004725 -2.215653 7.092797 0.00 0.01 0.00
H 6.808697 -0.463566 5.855485 -0.01 -0.04 0.02
H 3.611583 -0.409633 7.593919 -0.01 0.00 0.01
H 1.412327 -0.727312 8.658309 0.01 0.00 0.01
H 0.048584 1.233116 9.300623 0.00 0.00 0.00
H 0.892934 3.515910 8.866889 0.01 0.00 0.00
H 3.093966 3.832252 7.783682 -0.03 0.01 0.02
H 3.333458 -1.894806 1.785970 0.01 -0.02 0.00
H 2.806007 -4.123792 2.682404 -0.01 0.01 -0.01
H 1.771607 -4.354918 4.913496 0.01 0.00 0.00
H 1.246468 -2.333755 6.239700 0.00 0.01 -0.01
H 1.790494 -0.105828 5.366099 0.00 -0.02 0.02
H 3.771333 2.242380 0.566549 0.01 0.01 -0.03
H 5.795626 2.231170 -0.851018 -0.01 0.00 0.01
H 7.609984 0.614232 -0.393954 0.00 0.00 0.00
H 7.391145 -0.984336 1.475542 -0.01 0.00 0.00
H 5.378639 -0.979336 2.885977 0.00 0.01 0.03
C -1.458624 4.068999 4.612961 0.09 -0.05 -0.28
S -1.438054 3.089347 3.094241 -0.96 0.96 0.64
C -3.165136 2.555996 3.163615 0.24 0.04 -0.12
O -0.629907 1.880379 3.412073 -0.48 1.04 2.50
H -1.705345 3.408540 5.442655 -0.06 -0.02 -0.03
H -2.182869 4.875545 4.507267 0.02 0.01 0.03
H -0.458544 4.475332 4.751868 -0.01 0.01 -0.03
H -3.811783 3.432578 3.170234 0.00 -0.01 -0.02
H -3.304630 1.953311 4.060051 0.03 0.04 0.04
H -3.365092 1.958657 2.273465 0.00 0.03 -0.01
```
Forces are in eV/Å.

(2)
Below is 2 unconnected molecules or ions with the total composition C5H15N2 in a non-equilibrium geometry, with properties calculated with the ωB97M-V functional and the def2-TZVPD basis.

Values from the calculation:
Relative energy (zero: lowest compared OMol25 entry of this formula, charge and spin) in kJ/mol: 708.1
Total charge: +1
Energy in eV: -8395.337
Strongest force on any atom in eV/A: 7.0
E_HOMO in eV: -12.8817
Kohn-Sham gap in eV: 4.7

XYZ file:
```
22
Properties=species:S:1:pos:R:3:forces:R:3
C 1.798295 -0.557056 -1.280988 0.96 -2.35 0.50
C 1.023694 -1.404748 -0.189688 -0.05 4.99 0.48
C 0.092445 -0.444423 0.702819 -2.32 -2.81 -2.15
C -0.691963 0.722099 0.174480 1.84 0.59 -1.35
C -1.991752 0.429252 -0.493314 -3.14 -0.20 3.04
N -2.961612 -0.222191 0.515909 1.38 2.48 -0.48
N 1.881731 1.172509 0.911581 -0.98 -1.30 -1.08
H 2.702399 -1.181015 -1.439575 -0.34 0.49 -0.35
H 1.338964 -0.413809 -2.268829 -0.27 -0.10 0.62
H 0.273816 -1.995838 -0.546806 -2.31 -1.99 -1.55
H 1.586889 -2.044347 0.451466 0.78 -0.14 0.43
H 0.958999 0.113396 1.173891 5.41 4.07 1.89
H -0.343452 -0.983069 1.557459 0.13 0.49 0.11
H -0.694044 1.535723 0.873354 -0.76 0.09 0.90
H -0.088696 1.142767 -0.635429 0.23 -0.03 -0.16
H -1.752150 -0.147306 -1.314560 -0.02 -2.07 -1.57
H -2.438764 1.299724 -0.979748 0.23 0.37 0.56
H -3.265716 -1.126566 0.255204 -0.79 -0.47 -0.19
H -3.639676 0.419536 1.010460 1.08 -1.35 -1.33
H 1.360757 2.028813 0.854878 -1.06 0.25 0.62
H 2.691633 1.306496 1.481881 0.25 -0.73 1.76
H 2.158213 0.350050 -0.814440 -0.26 -0.24 -0.71
```
Forces are in eV/Å.